240
Properties=species:S:1:pos:R:3:forces:R:3:mulliken_charge:R:1 method="wB97M-V/def2-TZVPD" total_energy_ev=-101715.1171 de_lowest_kj_mol=183.7
C -6.938 1.544 -4.455 -0.04 1.03 0.10 -1.70
C -5.473 1.675 -4.077 -0.47 -0.60 0.48 1.27
O -5.254 0.798 -2.990 0.80 -1.34 -0.01 -0.56
C -3.881 0.427 -2.753 -0.56 0.20 0.74 1.05
C -3.892 -0.372 -1.458 -0.49 0.60 -0.01 -1.12
H -7.210 0.519 -4.707 0.04 0.09 0.12 0.39
H -7.565 1.954 -3.663 -0.08 -0.45 0.25 0.38
H -7.159 2.207 -5.291 0.10 -0.15 -0.35 0.42
H -4.890 1.377 -4.948 0.48 0.22 0.01 -0.44
H -5.208 2.656 -3.682 0.00 0.37 -0.78 -0.07
H -3.411 -0.191 -3.518 -0.28 0.21 -0.66 -0.15
H -3.322 1.354 -2.624 0.42 0.06 -0.08 -0.31
H -4.436 -1.304 -1.612 0.06 -0.02 0.07 0.30
H -4.456 0.258 -0.770 -0.06 -0.25 0.37 0.59
H -2.916 -0.571 -1.016 0.14 0.01 -0.26 -0.14
C 4.394 1.967 -4.283 0.94 -0.62 0.27 -1.75
C 3.448 1.645 -3.134 -0.74 1.98 -1.58 1.44
O 4.005 2.188 -1.981 1.00 -0.11 0.32 -0.65
C 3.140 2.205 -0.875 0.55 -1.06 0.16 3.13
C 3.991 2.542 0.302 0.19 0.53 0.47 -1.64
H 4.107 1.725 -5.307 -0.75 0.02 0.21 0.36
H 4.599 3.035 -4.202 0.18 -0.05 -0.19 0.41
H 5.322 1.408 -4.164 0.29 0.18 0.21 0.40
H 2.638 2.348 -3.333 -1.11 -0.57 -0.23 -0.46
H 3.075 0.622 -3.087 0.22 -0.21 0.32 -0.14
H 2.312 2.910 -0.946 -0.17 0.02 -0.46 -1.06
H 2.780 1.179 -0.791 -0.63 -0.08 0.33 -0.82
H 3.396 2.619 1.213 0.05 -0.15 0.06 0.08
H 4.428 3.522 0.116 0.16 0.07 0.12 0.42
H 4.801 1.824 0.431 -0.10 -0.01 0.04 0.40
C 7.394 -4.785 1.114 0.28 -0.32 -0.23 -1.20
C 6.972 -3.542 1.864 -0.19 -0.09 -0.76 -0.37
O 5.914 -2.911 1.124 0.09 -0.39 0.93 -0.08
C 5.200 -2.016 1.956 -0.91 0.62 -0.95 -0.78
C 4.195 -1.254 1.056 0.36 -0.26 -0.06 -0.15
H 7.578 -4.580 0.059 -0.04 0.13 0.01 0.26
H 8.307 -5.232 1.507 0.11 0.22 0.19 0.40
H 6.648 -5.577 1.172 -0.24 0.16 -0.02 0.25
H 6.666 -3.834 2.869 -0.33 0.15 0.17 0.35
H 7.774 -2.810 1.958 0.29 -0.03 0.07 0.40
H 4.649 -2.541 2.736 -0.02 -0.30 0.12 0.23
H 5.891 -1.347 2.470 0.12 0.31 -0.06 0.45
H 3.578 -0.517 1.570 0.19 -0.01 0.28 0.31
H 3.505 -1.936 0.559 0.02 -0.34 0.24 -0.38
H 4.702 -0.756 0.229 0.28 0.16 0.12 0.31
C -1.923 -3.895 4.083 1.65 0.39 0.87 -0.97
C -0.682 -3.273 4.809 -0.73 -0.86 -0.95 1.62
O -0.027 -4.282 5.540 0.29 -0.66 1.05 -0.47
C 1.050 -3.840 6.369 0.60 -0.25 0.28 0.06
C 1.619 -4.946 7.318 -1.32 0.53 -0.92 -1.12
H -1.592 -4.774 3.530 -0.13 0.00 -0.01 0.29
H -2.642 -4.190 4.848 -0.29 0.13 -0.33 0.53
H -2.264 -3.148 3.367 -0.46 -0.16 0.17 -0.26
H -0.005 -2.925 4.029 0.23 0.48 -0.04 -0.49
H -1.007 -2.444 5.437 0.11 0.14 0.18 -0.31
H 1.851 -3.462 5.734 0.14 0.26 -0.15 0.16
H 0.736 -3.037 7.035 -0.32 0.33 -0.18 0.29
H 2.365 -5.591 6.854 -0.18 0.16 0.12 -0.05
H 0.723 -5.509 7.581 0.20 -0.45 0.21 0.29
H 1.996 -4.494 8.236 0.17 0.03 -0.17 0.41
C 6.204 -2.866 -3.131 -0.74 -0.41 0.47 -1.50
C 5.271 -3.511 -2.056 1.41 -0.21 -1.21 0.71
O 4.403 -4.455 -2.681 -0.18 0.82 0.05 -0.47
C 3.405 -4.894 -1.795 -0.55 -1.91 -0.75 0.60
C 2.758 -6.194 -2.371 0.57 1.09 0.28 -1.36
H 5.620 -2.211 -3.777 0.08 0.05 -0.05 0.28
H 7.016 -2.302 -2.673 -0.20 0.16 0.22 0.38
H 6.693 -3.618 -3.750 -0.23 -0.20 0.02 0.37
H 5.904 -4.082 -1.377 -0.07 0.19 0.41 0.06
H 4.745 -2.732 -1.503 -0.23 -0.07 0.04 -0.12
H 3.835 -5.152 -0.827 0.10 0.25 0.29 0.31
H 2.577 -4.195 -1.681 0.15 0.59 0.18 -0.21
H 2.177 -5.944 -3.259 -0.09 -0.10 0.04 0.27
H 2.114 -6.601 -1.591 -0.10 -0.18 -0.16 0.25
H 3.527 -6.913 -2.653 -0.03 -0.03 0.14 0.42
C -2.323 -3.169 -3.368 -0.54 0.01 -0.25 -1.15
C -1.635 -2.588 -4.580 0.25 0.57 1.38 0.55
O -0.267 -2.664 -4.260 0.75 -0.81 -0.45 -0.09
C 0.609 -2.256 -5.301 -0.45 0.75 0.64 0.02
C 2.021 -2.316 -4.794 -0.12 -0.92 0.03 -0.78
H -2.047 -4.209 -3.195 0.10 0.00 -0.09 0.47
H -2.055 -2.586 -2.487 -0.08 -0.03 0.02 -0.15
H -3.400 -3.126 -3.530 -0.16 0.01 0.24 0.56
H -1.959 -3.074 -5.500 0.40 -0.20 -0.25 0.50
H -1.843 -1.519 -4.625 -0.53 0.21 -0.47 -0.64
H 0.419 -2.855 -6.192 0.17 -0.09 -0.18 0.37
H 0.406 -1.204 -5.498 -0.32 0.16 -0.55 -0.06
H 2.697 -2.162 -5.635 0.22 0.29 0.27 0.53
H 2.217 -3.305 -4.381 0.16 -0.11 -0.04 0.09
H 2.145 -1.612 -3.971 0.22 0.22 -0.22 -0.15
C -3.732 3.528 0.734 -0.47 0.15 -1.15 -0.26
C -3.196 4.836 1.306 -0.86 -1.49 -0.80 0.47
O -4.224 5.254 2.151 0.68 1.02 1.06 -0.44
C -3.897 6.536 2.703 -0.77 -1.29 0.70 0.20
C -4.877 6.784 3.799 -1.08 0.39 0.35 -1.43
H -3.289 3.328 -0.242 0.44 -0.48 0.26 -0.41
H -3.760 2.657 1.389 0.73 0.12 0.17 0.02
H -4.786 3.640 0.479 -0.17 0.43 0.04 0.47
H -2.217 4.659 1.752 0.06 0.27 0.61 -0.16
H -3.063 5.602 0.542 0.17 -0.03 -0.43 0.14
H -2.933 6.460 3.206 0.58 0.41 -0.67 0.05
H -4.005 7.279 1.913 0.55 0.24 0.01 0.30
H -4.765 6.124 4.660 0.36 -0.01 -0.07 0.32
H -5.889 6.599 3.439 -0.10 0.17 -0.11 0.34
H -4.820 7.820 4.131 -0.01 0.02 0.13 0.40
C -0.773 -6.240 0.799 0.28 -0.45 0.34 -1.40
C -1.522 -5.301 -0.099 -1.00 -0.27 0.89 0.77
O -2.604 -4.722 0.669 0.28 0.61 -0.93 -0.39
C -3.264 -3.610 0.044 -0.88 0.07 0.77 1.03
C -4.427 -3.126 0.938 0.55 -0.44 0.28 -1.17
H -0.327 -5.721 1.647 0.33 0.07 -0.18 0.06
H -1.351 -7.051 1.241 -0.47 0.14 -0.22 0.46
H -0.037 -6.733 0.164 0.45 0.07 0.26 0.30
H -0.808 -4.570 -0.478 -0.29 0.38 -0.14 -0.41
H -1.919 -5.907 -0.914 -0.23 0.30 -0.39 0.47
H -2.599 -2.763 -0.120 0.49 -0.04 0.06 -0.52
H -3.714 -3.843 -0.921 0.27 -0.48 -0.29 0.31
H -4.866 -2.203 0.559 0.07 -0.04 -0.11 0.19
H -4.076 -2.945 1.954 0.16 0.14 0.01 0.05
H -5.214 -3.872 1.046 0.02 -0.10 -0.27 0.44
C 0.980 5.233 -1.008 -0.90 0.45 0.21 -0.31
C 1.735 5.592 -2.237 0.23 -0.55 -1.29 -0.36
O 0.848 5.686 -3.347 -1.25 0.14 0.16 -0.25
C 1.471 5.706 -4.616 -0.17 -0.44 0.61 -0.13
C 0.449 5.872 -5.712 0.56 1.10 0.31 -1.08
H 1.532 5.315 -0.072 0.24 -0.04 -0.27 0.30
H 0.204 5.996 -0.956 -0.36 -0.14 0.34 0.46
H 0.499 4.257 -1.075 0.04 0.04 -0.02 -0.61
H 2.206 6.566 -2.103 0.57 -0.05 -0.04 0.42
H 2.405 4.794 -2.557 0.90 0.13 0.51 0.18
H 2.172 6.541 -4.620 0.35 -0.01 -0.29 0.49
H 1.982 4.755 -4.763 0.52 -0.11 0.03 0.08
H 1.016 5.991 -6.635 -0.20 -0.47 -0.27 0.46
H 0.031 6.866 -5.552 -0.68 -0.15 -0.05 0.37
H -0.302 5.083 -5.748 0.09 0.15 -0.05 -0.04
C -2.234 -0.193 2.551 -0.50 0.35 -0.34 1.42
C -3.405 -0.036 3.490 0.34 -0.84 1.03 -0.90
O -2.919 -0.015 4.851 0.36 0.37 -0.63 0.00
C -3.925 0.204 5.810 -0.08 -0.97 0.85 -0.48
C -3.320 0.086 7.229 0.89 0.59 -1.11 -0.98
H -1.682 -1.120 2.706 0.15 0.19 0.37 -0.77
H -2.628 -0.299 1.541 0.01 0.26 -0.18 -0.12
H -1.600 0.693 2.606 0.22 -0.24 -0.17 -0.23
H -4.028 0.837 3.298 0.13 0.27 -0.11 0.36
H -4.034 -0.919 3.377 -0.38 -0.13 0.06 0.28
H -4.399 1.172 5.653 -0.21 0.07 -0.01 0.34
H -4.644 -0.610 5.721 -0.55 0.09 -0.21 0.32
H -2.510 -0.641 7.173 -0.28 -0.40 0.10 0.12
H -4.003 -0.166 8.040 -0.11 0.16 -0.29 0.44
H -2.781 1.014 7.416 -0.27 0.15 0.47 0.23
C 1.068 0.694 8.163 -0.56 -0.03 -0.61 -1.45
C 0.155 0.437 6.940 1.76 0.39 -0.48 0.51
O 0.997 0.570 5.744 -0.90 -1.25 0.87 -0.44
C 0.321 0.255 4.512 0.66 1.17 -0.19 0.27
C 1.391 0.084 3.393 -1.07 -0.34 1.03 -0.38
H 1.650 -0.188 8.431 -0.10 -0.06 -0.07 0.27
H 1.777 1.496 7.961 -0.17 0.10 -0.04 0.36
H 0.430 0.973 9.002 0.15 0.00 0.16 0.41
H -0.272 -0.561 7.035 -0.03 -0.16 -0.35 -0.14
H -0.667 1.152 6.897 0.03 0.14 -0.10 0.12
H -0.405 -0.557 4.543 0.48 -0.40 0.45 -0.24
H -0.318 1.122 4.343 -0.06 0.24 -0.54 0.29
H 1.949 -0.836 3.570 0.23 0.04 0.22 0.28
H 2.067 0.938 3.394 -0.04 -0.08 -0.17 0.44
H 0.897 -0.075 2.434 -0.01 0.39 -0.15 -0.29
C -2.143 -0.562 -7.877 1.03 -0.83 0.31 -1.13
C -2.295 0.759 -7.106 -0.83 -1.10 -0.39 0.21
O -1.220 0.877 -6.210 0.15 0.58 0.14 -0.31
C -1.124 2.135 -5.515 0.20 -0.62 0.39 -0.24
C 0.136 2.062 -4.664 -0.07 0.12 -0.57 0.13
H -2.070 -1.428 -7.219 -0.28 0.20 0.63 0.04
H -2.877 -0.898 -8.609 -0.34 0.86 -0.01 0.43
H -1.165 -0.641 -8.353 0.08 0.54 -0.34 0.33
H -2.426 1.590 -7.799 0.54 0.31 -0.07 0.33
H -3.235 0.716 -6.556 -0.26 0.03 0.30 -0.23
H -1.115 2.951 -6.238 0.15 0.11 -0.11 0.29
H -1.948 2.328 -4.829 -0.57 -0.27 -0.25 0.00
H 0.065 1.262 -3.928 -0.02 -0.18 -0.12 -0.38
H 0.304 2.983 -4.106 -0.04 0.19 -0.10 -0.19
H 0.972 1.881 -5.341 0.26 -0.05 0.24 0.48
C -4.188 3.864 -7.261 0.35 1.38 -0.22 -0.98
C -4.379 4.822 -6.099 0.25 -1.20 0.82 -0.52
O -3.619 4.303 -4.993 -0.29 0.95 -0.16 0.25
C -3.551 5.263 -3.940 -0.02 -1.56 1.07 -1.26
C -3.036 4.517 -2.649 -0.19 0.52 -1.79 0.59
H -3.228 4.066 -7.735 0.22 -0.27 0.10 0.30
H -4.228 2.826 -6.932 -0.35 0.17 -0.18 0.02
H -4.920 4.174 -8.007 -0.25 -0.67 -0.13 0.48
H -4.097 5.857 -6.293 0.20 0.05 -0.31 0.42
H -5.431 4.824 -5.815 -0.26 0.11 0.16 0.31
H -2.931 6.100 -4.261 0.37 0.04 0.26 0.39
H -4.533 5.673 -3.705 -0.38 -0.01 -0.18 0.39
H -2.035 4.155 -2.881 0.46 0.59 0.57 -0.07
H -3.555 3.579 -2.451 -0.67 0.31 -0.17 -0.34
H -3.175 5.198 -1.809 0.63 -0.21 0.12 0.07
C 3.303 -9.144 5.397 -0.29 -1.06 -0.35 -1.50
C 3.133 -7.672 5.410 0.08 -0.07 -0.75 0.03
O 3.284 -7.184 4.074 0.14 -0.05 0.88 -0.41
C 3.085 -5.788 4.047 -0.20 -0.04 -0.58 -0.30
C 3.456 -5.264 2.681 0.05 -0.24 -0.48 -0.13
H 4.197 -9.457 4.856 0.27 0.14 0.35 0.34
H 3.291 -9.507 6.425 0.20 -0.20 -0.06 0.40
H 2.490 -9.633 4.859 -0.21 0.05 0.07 0.33
H 2.144 -7.437 5.801 -0.13 0.27 0.00 0.22
H 3.891 -7.262 6.077 0.13 0.52 0.00 0.30
H 2.030 -5.576 4.221 -0.27 0.11 0.18 0.18
H 3.651 -5.312 4.847 0.25 0.17 0.10 0.27
H 2.955 -5.846 1.907 -0.41 -0.02 0.07 0.33
H 4.505 -5.393 2.413 0.21 0.28 0.40 0.11
H 3.148 -4.225 2.567 0.15 0.04 -0.01 -0.17
C 0.654 -2.845 1.079 0.36 1.06 -0.96 0.06
C 0.651 -2.016 -0.269 0.02 -0.56 1.26 -0.50
O -0.052 -0.794 -0.042 0.40 -0.81 0.99 0.45
C 0.025 0.101 -1.098 -0.83 0.75 -1.19 0.71
C -0.363 1.516 -0.641 0.43 -0.65 0.41 0.71
H 1.294 -2.413 1.848 0.08 0.46 -0.18 -0.43
H -0.352 -2.836 1.500 -0.11 -0.40 -0.18 -0.21
H 1.066 -3.846 0.952 -0.41 -0.14 -0.29 0.67
H 1.651 -1.810 -0.650 0.41 0.24 0.35 0.14
H 0.232 -2.603 -1.086 -0.67 -0.06 -0.05 -0.19
H 1.003 0.069 -1.578 0.38 0.21 0.13 -0.16
H -0.662 -0.237 -1.874 -0.27 -0.02 -0.41 -0.33
H -1.378 1.554 -0.246 -0.03 -0.18 0.05 -0.15
H -0.287 2.292 -1.402 0.13 -0.30 -0.26 -0.57
H 0.331 1.758 0.165 -0.08 0.30 0.16 -0.34
C 1.045 3.805 2.459 -0.03 0.80 0.44 0.96
C 1.098 5.243 2.975 -0.41 -0.19 -0.19 -1.56
O 0.451 6.125 2.077 0.44 -0.56 -0.32 0.19
C 0.567 7.476 2.465 0.76 -0.51 0.20 -0.52
C 0.115 8.322 1.293 -0.98 0.03 0.49 -1.00
H 1.760 3.263 3.079 -0.24 -0.42 -0.07 0.25
H 0.022 3.465 2.617 0.13 -0.44 -0.13 -0.07
H 1.315 3.700 1.408 0.01 0.13 0.10 -0.74
H 0.577 5.265 3.932 -0.20 0.04 0.32 0.55
H 2.113 5.561 3.215 0.33 0.18 -0.40 0.54
H 0.111 7.528 3.453 -0.95 0.84 -0.10 0.37
H 1.604 7.687 2.728 0.53 0.10 -0.35 0.33
H 0.086 9.391 1.508 0.40 -0.01 0.04 0.42
H -0.918 8.070 1.056 -0.10 -0.16 -0.08 0.20
H 0.702 8.102 0.401 0.18 0.11 0.20 0.17